72
Properties=species:S:1:pos:R:3 method="wB97M-V/def2-TZVPD" total_energy_ha=-1703.3695 homo_lumo_gap_ev=7.788 smiles="CCCCN(CC)CCCNC(=S)Nc1ccc2nc(N3CCN(C)CC3)cc(C)c2c1" max_force_ha_per_bohr=0.015 relative_energy_kcal_mol=3.5 e_lumo_ha=0.009
C -1.31 0.11 2.94
C 0.17 0.42 3.12
C 0.70 1.42 2.09
H 1.78 1.55 2.24
C 0.04 2.79 2.20
N 0.89 3.85 1.69
C 0.66 5.15 2.27
C -0.77 5.70 2.25
H -0.79 6.67 2.74
H -1.45 5.04 2.79
H -1.15 5.82 1.24
H 0.98 5.09 3.32
H 1.32 5.86 1.77
C 1.17 3.81 0.27
C 0.01 4.09 -0.70
H -0.82 3.43 -0.47
H -0.32 5.13 -0.60
C 0.46 3.85 -2.14
N -0.63 4.06 -3.07
C -0.86 3.36 -4.21
N -0.48 2.05 -4.30
C -0.39 1.10 -3.28
C 0.49 0.05 -3.41
C 0.60 -0.92 -2.40
C -0.21 -0.82 -1.24
N -0.16 -1.70 -0.23
C 0.68 -2.72 -0.30
N 0.73 -3.55 0.79
C 1.26 -4.89 0.77
H 2.03 -5.01 0.01
C 0.12 -5.89 0.54
N -0.86 -5.76 1.60
C -1.90 -6.76 1.51
H -2.57 -6.65 2.35
H -1.44 -7.75 1.55
H -2.48 -6.68 0.58
C -1.40 -4.41 1.62
C -0.27 -3.41 1.83
H -0.65 -2.39 1.80
H 0.21 -3.60 2.79
H -2.12 -4.34 2.44
H -1.92 -4.17 0.67
H 0.52 -6.91 0.56
H -0.32 -5.72 -0.46
H 1.70 -5.08 1.75
C 1.53 -2.91 -1.42
C 1.50 -2.03 -2.47
C 2.40 -2.22 -3.65
H 3.05 -1.36 -3.77
H 3.01 -3.11 -3.53
H 1.81 -2.33 -4.56
H 2.22 -3.74 -1.46
C -1.12 0.25 -1.15
C -1.21 1.19 -2.14
H -1.93 1.99 -2.08
H -1.76 0.30 -0.28
H 1.10 -0.02 -4.30
H -0.52 1.69 -5.25
S -1.58 4.09 -5.51
H -0.95 5.01 -3.14
H 0.84 2.83 -2.25
H 1.28 4.54 -2.38
H 1.98 4.53 0.08
H 1.56 2.81 0.05
H -0.11 3.01 3.26
H -0.95 2.77 1.72
H 0.55 1.00 1.09
H 0.74 -0.51 3.03
H 0.34 0.82 4.12
H -1.91 1.00 3.09
H -1.63 -0.64 3.65
H -1.49 -0.27 1.93

---

15
Properties=species:S:1:pos:R:3 method="wB97M-V/def2-TZVPD" total_energy_ha=-341.9420 homo_lumo_gap_ev=10.566 smiles="NC(=O)CN1CC1" max_force_ha_per_bohr=0.007 relative_energy_kcal_mol=38.7 e_lumo_ha=0.037
N 1.64 -0.21 -1.35
C 1.75 -0.55 -0.03
O 2.71 -1.12 0.44
C 0.51 -0.27 0.82
N -0.38 0.70 0.20
C -1.72 0.80 0.76
C -1.48 0.10 -0.52
H 2.48 -0.33 -1.90
H 0.99 0.51 -1.62
H 0.01 -1.25 0.95
H 0.85 0.07 1.80
H -1.97 0.19 1.63
H -2.13 1.81 0.79
H -1.52 -0.99 -0.48
H -1.74 0.54 -1.48

---

10
Properties=species:S:1:pos:R:3 method="wB97M-V/def2-TZVPD" total_energy_ha=-732.6185 homo_lumo_gap_ev=9.233 smiles="N#C[C@@]1(S)C=NN=N1" max_force_ha_per_bohr=0.081 relative_energy_kcal_mol=39.2 e_lumo_ha=-0.051
C 0.70 -0.37 1.45
C 0.68 -0.02 -1.20
C -0.05 0.02 0.12
N 1.21 -0.65 2.43
N -0.03 -0.69 -2.02
N -1.20 -0.80 -0.17
N -1.16 -1.14 -1.35
S -0.62 1.75 0.48
H 1.60 0.47 -1.43
H -1.13 1.44 1.68

---

131
Properties=species:S:1:pos:R:3 method="wB97M-V/def2-TZVPD" total_energy_ha=-2957.7090 homo_lumo_gap_ev=9.226 max_force_ha_per_bohr=0.060 e_lumo_ha=0.082 charge=-1
Cl -0.07 0.19 1.09
O -0.52 -0.42 -0.14
O -0.83 -0.14 2.31
O 1.29 -0.22 1.26
O -0.13 1.59 0.95
O -3.60 0.76 -0.93
H -4.05 -0.07 -1.06
H -2.80 0.53 -0.46
O 3.83 1.46 1.05
H 2.90 1.28 1.11
H 4.05 1.91 1.87
C 2.52 4.07 -0.51
C 3.55 3.51 -1.45
C 2.97 2.47 -2.41
O 4.05 2.11 -3.22
C 3.69 0.97 -4.01
N 4.05 4.65 -2.16
H 2.16 3.34 0.22
H 1.58 4.39 -0.97
H 2.95 4.80 0.18
H 4.46 3.20 -0.95
H 2.14 2.86 -3.01
H 2.71 1.55 -1.89
H 3.68 0.03 -3.46
H 4.42 0.77 -4.80
H 2.77 1.14 -4.56
H 4.24 5.36 -1.47
H 3.15 5.02 -2.43
C -2.83 8.63 -0.46
C -3.14 7.19 -0.97
C -2.31 6.13 -0.31
O -2.74 4.93 -0.86
C -1.86 3.85 -0.73
N -4.61 6.92 -0.78
H -3.24 8.71 0.55
H -3.14 9.48 -1.06
H -1.75 8.78 -0.45
H -2.91 7.15 -2.03
H -2.40 6.15 0.77
H -1.24 6.21 -0.51
H -0.99 4.08 -1.35
H -2.37 2.94 -1.06
H -1.50 3.67 0.28
H -5.00 7.83 -0.98
H -4.76 6.94 0.22
C 0.97 -0.93 5.56
C 2.11 -0.04 5.17
C 3.21 0.23 6.31
O 3.89 1.46 6.01
C 4.79 1.84 7.00
N 2.77 -0.69 4.02
H 0.35 -0.45 6.30
H 1.38 -1.81 6.07
H 0.39 -1.19 4.67
H 1.79 0.92 4.76
H 3.93 -0.57 6.40
H 2.60 0.39 7.20
H 5.35 2.68 6.59
H 5.52 1.09 7.30
H 4.24 2.11 7.90
H 3.48 -0.08 3.64
H 2.03 -0.65 3.33
C 3.81 -5.63 -1.08
C 3.74 -4.64 -2.16
C 2.71 -3.48 -1.82
O 2.74 -2.43 -2.83
C 1.57 -1.63 -2.72
N 5.08 -4.08 -2.18
H 2.77 -5.90 -0.90
H 4.13 -5.33 -0.08
H 4.36 -6.55 -1.31
H 3.50 -5.15 -3.10
H 2.90 -3.01 -0.86
H 1.70 -3.89 -1.88
H 1.52 -0.87 -3.50
H 1.68 -1.02 -1.83
H 0.67 -2.26 -2.67
H 5.06 -3.32 -2.84
H 5.30 -3.77 -1.24
C -2.12 -3.30 -1.40
C -3.64 -3.47 -1.18
C -3.93 -4.40 0.03
O -5.21 -4.95 -0.16
C -5.65 -5.76 0.95
N -4.32 -2.21 -0.98
H -1.73 -2.70 -2.22
H -1.75 -4.31 -1.61
H -1.60 -2.95 -0.51
H -4.11 -3.96 -2.03
H -3.80 -3.78 0.92
H -3.23 -5.23 0.14
H -4.85 -6.42 1.28
H -6.55 -6.36 0.75
H -5.78 -5.14 1.84
H -4.53 -1.82 -1.89
H -5.22 -2.52 -0.65
C -0.40 1.75 -3.32
C -1.58 1.46 -4.26
C -1.78 -0.08 -4.60
O -0.67 -0.76 -5.22
C -1.03 -2.07 -5.64
N -2.80 2.13 -3.83
H 0.52 1.64 -3.90
H -0.41 1.10 -2.45
H -0.42 2.77 -2.95
H -1.29 1.80 -5.25
H -2.68 -0.12 -5.23
H -2.14 -0.65 -3.75
H -1.52 -2.10 -6.62
H -1.71 -2.72 -5.09
H -0.09 -2.60 -5.78
H -3.60 1.83 -4.38
H -3.05 1.69 -2.95
C 1.95 -3.89 2.40
C 1.95 -4.11 3.88
O 3.11 -3.54 4.43
H 2.24 -2.86 2.20
H 0.95 -4.05 2.00
H 2.56 -4.64 1.89
H 1.74 -5.16 4.05
H 1.12 -3.56 4.33
H 2.94 -2.60 4.35
C -4.49 -0.84 2.29
C -4.02 -1.53 3.58
O -3.13 -0.62 4.14
H -4.84 0.16 2.55
H -5.22 -1.32 1.64
H -3.62 -0.72 1.65
H -3.44 -2.42 3.36
H -4.86 -1.87 4.19
H -2.66 -0.28 3.37

---

17
Properties=species:S:1:pos:R:3 method="wB97M-V/def2-TZVPD" total_energy_ha=-251.7776 homo_lumo_gap_ev=10.178 smiles="C=CCCCN" max_force_ha_per_bohr=0.082 relative_energy_kcal_mol=53.3 e_lumo_ha=0.041
C -0.23 -1.66 0.86
C -0.80 -0.19 0.79
C 0.41 0.71 0.41
C 0.40 2.72 -1.14
C 0.27 1.40 -0.95
N 0.00 -2.25 -0.44
H -1.07 -2.22 1.35
H 0.70 -1.69 1.39
H -1.56 -0.01 -0.08
H -1.37 0.04 1.61
H 1.31 0.04 0.20
H 0.93 1.37 1.10
H -0.26 3.09 -1.93
H 1.05 3.38 -0.41
H -0.31 0.86 -1.72
H 0.96 -2.38 -0.54
H -0.43 -3.21 -0.47

---

22
Properties=species:S:1:pos:R:3 method="wB97M-V/def2-TZVPD" total_energy_ha=-696.7038 homo_lumo_gap_ev="12.312 / 3.596" max_force_ha_per_bohr=0.033 relative_energy_kcal_mol=8.4 e_lumo_ha="-0.247 / -0.557" multiplicity=2 charge=+2
Na -0.49 0.05 0.09
O 1.49 0.23 -2.32
H 1.91 -0.27 -1.62
H 2.10 0.95 -2.50
O -0.71 -2.58 -0.69
H -0.03 -3.25 -0.64
H -1.42 -2.92 -0.14
O -2.51 1.00 1.09
H -2.96 1.45 0.36
H -2.74 1.52 1.86
O 0.74 2.07 0.81
H 1.24 2.68 0.26
H 1.20 2.09 1.66
O 1.82 -1.00 -0.01
H 2.46 -0.90 0.69
H 1.55 -1.92 0.03
O -0.93 1.26 -1.99
H -1.59 1.33 -2.68
H -0.15 0.91 -2.42
O -0.53 -0.81 2.39
H -0.40 -0.29 3.19
H -0.04 -1.62 2.55

---

36
Properties=species:S:1:pos:R:3 method="wB97M-V/def2-TZVPD" total_energy_ha=-16317.6453 homo_lumo_gap_ev=3.354 max_force_ha_per_bohr=0.214 e_lumo_ha=-0.259 charge=+1
Sn 2.76 -0.30 3.75
Sn -2.46 1.79 3.07
Sn 3.93 0.93 -2.85
Sn -2.90 0.98 -2.82
Sn -0.35 -3.83 0.04
Sn 2.55 4.55 1.17
Br -1.35 5.50 0.64
Br 2.44 4.56 -2.55
Br 4.40 1.15 0.59
Br 2.09 -2.96 -2.83
Br -1.69 -1.81 2.91
N 0.95 2.63 4.68
O 1.73 2.92 5.60
O -0.21 2.37 4.80
O 1.42 2.64 3.52
N -5.71 -0.92 -0.32
O -5.03 0.02 0.05
O -6.71 -1.46 0.24
O -5.61 -1.09 -1.44
N -1.97 -2.70 -3.62
O -2.23 -3.28 -4.72
O -1.59 -1.49 -3.67
O -2.23 -3.25 -2.57
N 3.19 -4.03 4.27
O 4.21 -3.73 3.64
O 2.35 -3.08 4.42
O 2.76 -5.17 4.41
N 0.95 1.84 -5.00
O 1.72 1.87 -5.97
O 0.15 2.77 -4.79
O 1.03 0.85 -4.27
Cl 0.31 0.35 -0.06
O 0.00 1.37 0.91
O -0.92 -0.25 -0.45
O 0.94 0.96 -1.20
O 1.08 -0.71 0.43

---

18
Properties=species:S:1:pos:R:3 method="wB97M-V/def2-TZVPD" total_energy_ha=-343.4870 homo_lumo_gap_ev=11.668 max_force_ha_per_bohr=0.010 relative_energy_kcal_mol=48.4 e_lumo_ha=-0.114 charge=+1
O 2.91 1.83 -0.70
C 2.68 1.48 0.42
C 1.71 0.34 0.68
N 1.16 -0.13 -0.61
H 3.18 1.89 1.31
H 2.25 -0.47 1.17
H 0.90 0.62 1.34
H 0.13 -0.47 -0.47
H 1.20 0.64 -1.29
H 1.72 -0.89 -1.00
C -2.32 0.42 -0.04
C -1.99 -1.89 -0.19
N -1.46 -0.76 -0.09
H -2.18 0.93 0.90
H -3.38 0.15 -0.15
H -2.04 1.11 -0.83
H -1.39 -2.78 -0.22
H -3.08 -2.02 -0.24